No. 1
Molecular formula: C12H12N2O2S
Method: DFT, wB97M-V/def2-TZVPD

**Maximum force**: 1.217 eV Å⁻¹
**Frontier orbital gap**: 8.6 eV
**Energy relative to the best compared isomer or geometry (same formula, charge and spin)**: 0.0 kcal per mole

The geometry in XYZ format:
```
29
Properties=species:S:1:pos:R:3:forces:R:3
C -2.79290 -2.62213 -0.09130 0.32 0.33 -0.05
C -2.11432 -1.45234 -0.78655 -0.46 -0.02 -0.30
O -1.11417 -0.89496 0.06376 0.09 -0.31 0.30
C -1.18391 0.41379 0.33782 -0.41 0.20 0.06
O -2.08145 1.14008 -0.00183 0.01 -0.02 0.21
C -0.05002 0.81448 1.22603 0.29 0.08 -0.01
C -0.32262 1.23263 2.51990 -0.03 -0.02 -0.10
C 0.71189 1.56014 3.37907 -0.01 0.00 0.02
C 2.02431 1.47610 2.94211 0.04 -0.01 0.07
C 2.30304 1.08354 1.64681 -0.14 -0.06 -0.09
C 1.27196 0.74975 0.77202 -0.21 0.11 0.45
C 1.52517 0.39448 -0.61709 0.93 -0.40 -0.57
C 2.67107 -0.12165 -1.14220 -0.23 0.08 0.05
S 2.50852 -0.38641 -2.84258 -0.62 0.28 0.23
C 0.85956 0.24801 -2.71337 1.13 -0.45 0.01
N 0.03650 0.27050 -3.78907 -0.36 0.00 -0.48
N 0.52516 0.59818 -1.52784 -0.47 0.35 -0.19
H -3.52471 -3.06902 -0.75848 -0.08 -0.07 -0.06
H -3.29693 -2.28313 0.81040 -0.07 0.00 0.07
H -2.05602 -3.37256 0.18321 0.02 -0.12 0.03
H -1.60889 -1.78106 -1.70094 -0.03 0.09 0.09
H -2.83738 -0.66808 -1.03452 0.16 -0.19 -0.02
H -1.34927 1.29337 2.84889 -0.10 0.01 0.02
H 0.49534 1.88136 4.38678 -0.02 0.02 0.08
H 2.83331 1.73083 3.61091 0.06 0.03 0.04
H 3.32505 1.04968 1.30056 0.10 0.04 -0.05
H 3.58126 -0.38932 -0.64738 0.19 -0.04 0.19
H 0.46036 0.28238 -4.70157 -0.11 0.06 0.04
H -0.79991 0.82135 -3.67357 0.04 0.02 -0.05
```
Forces are in eV/Å.

---

No. 2
Molecular formula: C21H15BrN8O
Method: DFT, wB97M-V/def2-TZVPD

**Maximum force**: 5.089 eV Å⁻¹
**Frontier orbital gap**: 7.1 eV
**Energy relative to the best compared isomer or geometry (same formula, charge and spin)**: 47.5 kcal per mole

The geometry in XYZ format:
```
46
Properties=species:S:1:pos:R:3:forces:R:3
N -1.09070 -8.47029 -1.56793 -1.24 1.60 1.11
C -1.73610 -7.62441 -1.08569 0.83 -1.36 -1.10
C -2.52407 -6.50666 -0.64390 0.59 1.59 0.21
C -3.65997 -6.52380 0.08881 0.37 0.29 0.79
C -4.28866 -5.28713 0.55312 1.79 -0.81 -1.66
C -3.74899 -4.09255 0.19001 -0.94 -1.03 0.80
C -2.57354 -4.06011 -0.56886 -1.11 0.01 0.90
N -2.03426 -2.97847 -1.01480 2.23 0.35 -2.15
C -0.96983 -3.42743 -1.84715 -2.41 -2.11 1.63
C -0.13077 -2.44566 -2.56660 1.23 -0.31 -0.48
N 0.72382 -1.76723 -1.62598 1.93 1.47 4.28
C 0.41863 -0.98757 -0.49348 -1.28 1.00 -1.82
C 1.61582 -0.35338 -0.15651 -2.24 2.20 4.00
C 1.91411 0.79463 0.87924 -1.83 -0.85 1.46
O 2.99576 1.06308 1.35623 0.82 -0.29 -1.25
N 0.80456 1.38195 1.48084 0.13 0.16 -0.56
C 0.87494 2.60153 2.30343 -2.02 -0.71 0.14
C 0.58443 3.84577 1.51431 -0.93 -3.33 2.75
N -0.60468 3.84362 0.92449 -0.22 2.58 -2.77
C -0.60582 5.00603 0.21751 -0.29 -0.04 0.95
N 0.51547 5.75814 0.52393 -0.49 0.59 -0.88
C 0.99501 6.97949 0.02571 2.77 -0.58 0.67
C 2.36557 7.29534 0.26485 -1.88 0.28 -0.31
C 3.23475 6.52009 1.09792 -2.75 -3.27 2.42
Br 5.14304 6.78551 1.38403 -1.62 0.11 -0.30
C 2.54881 5.42577 1.83207 3.54 2.21 -2.29
C 1.28198 4.98919 1.41294 0.59 1.58 -0.83
C 2.60805 -0.99409 -0.76790 1.67 -0.57 -3.61
N 2.05798 -1.85065 -1.68757 1.80 0.31 -0.94
C -0.91588 -4.84153 -1.78264 -0.86 2.90 0.39
N -1.98610 -5.23549 -0.92309 2.27 -0.42 -2.36
H -3.90087 -7.50096 0.46657 -0.78 -0.10 -0.02
H -5.17904 -5.36358 1.08580 -1.29 -0.03 0.92
H -4.20215 -3.15767 0.44851 -0.12 0.31 0.13
H 0.53302 -2.88493 -3.34863 -0.40 0.04 0.86
H -0.63584 -1.63724 -3.07618 -0.92 -0.16 -0.07
H -0.62413 -0.78885 -0.14831 1.10 -0.34 -0.60
H -0.09608 1.24052 1.07471 -0.34 -0.09 -0.39
H 1.81272 2.68240 2.69941 2.61 -0.14 1.06
H 0.17661 2.46640 3.19987 0.67 0.32 -1.35
H -1.40967 5.38704 -0.42572 0.55 -0.26 0.42
H 0.33429 7.58010 -0.60154 0.29 -0.24 0.33
H 2.73059 8.24490 -0.11597 -0.10 -0.20 -0.18
H 3.16132 4.79525 2.48773 -0.44 0.27 -0.21
H 3.64523 -0.51283 -0.78456 -1.30 -1.81 -0.09
H -0.15934 -5.39428 -2.27899 0.04 -1.14 0.01
```
Forces are in eV/Å.

---

No. 3
Molecular formula: C6H12O
Method: DFT, wB97M-V/def2-TZVPD

**Maximum force**: 0.395 eV Å⁻¹
**Frontier orbital gap**: 11.1 eV
**Energy relative to the best compared isomer or geometry (same formula, charge and spin)**: 22.9 kcal per mole

The geometry in XYZ format:
```
19
Properties=species:S:1:pos:R:3:forces:R:3
C 1.18998 -1.88094 -0.28141 0.01 0.02 -0.07
C 0.34824 -1.26524 0.81540 0.11 -0.07 0.07
C -1.11786 -1.02436 0.58793 -0.18 -0.09 -0.05
C -0.18845 0.14543 0.74256 0.03 0.16 0.07
C 0.10311 1.07923 -0.41174 -0.32 -0.20 -0.10
C -1.05406 2.02436 -0.68432 -0.06 0.04 -0.01
O 1.23576 1.88886 -0.12307 0.27 -0.14 0.07
H 0.81238 -1.62485 -1.27668 0.04 -0.02 0.15
H 1.17443 -2.97364 -0.20291 0.01 0.16 0.00
H 2.23654 -1.55708 -0.22921 -0.13 -0.05 0.02
H 0.61985 -1.59689 1.81644 -0.05 0.07 -0.15
H -1.49851 -1.22914 -0.41145 0.09 0.03 0.13
H -1.82585 -1.23914 1.38347 0.13 0.06 -0.12
H -0.24493 0.67941 1.69154 -0.01 -0.10 -0.14
H 0.29397 0.48985 -1.32388 -0.04 0.08 0.14
H -1.93856 1.46311 -1.00245 0.13 0.08 0.04
H -0.78209 2.73351 -1.47170 -0.05 -0.09 0.10
H -1.30791 2.58969 0.21863 0.06 -0.07 -0.10
H 1.94395 1.29783 0.16286 -0.05 0.15 -0.03
```
Forces are in eV/Å.